1.
DFT (ωB97M-V with the def2-TZVPD basis set) results for a 12-piece molecular cluster, C22H68N8O12 overall in a non-equilibrium geometry.

Molecular weight ... 636.83 g mol⁻¹
ΔE to the lowest compared entry with this formula, charge and spin ... 144.74 kcal per mole
SMILES ... NC(N)=O.NC(N)=O.NC(N)=O.NC(N)=O.CC(C)O.CC(C)O.CC(C)O.CC(C)O.CC(C)O.CO.CO.CO
Gap between HOMO and LUMO ... 8.31 eV
E ... -60400.101 eV

Each line ends with the Mulliken charge.
Cartesian coordinates (Å):
O -3.42 0.88 -1.41  -0.481
O -2.83 3.41 0.39  -0.788
O -1.53 -1.60 2.04  -0.467
O -1.13 -0.33 -3.47  -0.556
O -1.01 0.84 4.48  -0.531
O 2.81 -2.39 -2.12  -0.567
O 2.53 1.89 -1.97  -0.466
O 0.59 4.17 -0.12  -0.369
O 1.35 -0.11 0.64  0.555
O 3.19 -0.48 4.06  -0.560
O 1.15 -3.14 0.82  -0.198
O 5.10 -3.04 0.34  -0.825
N -1.58 -2.57 -4.07  -0.247
N -0.25 0.93 -0.82  0.825
N -0.39 -1.20 -0.51  2.250
N 3.62 -2.49 2.09  -0.208
N -1.66 1.62 1.44  1.513
N -2.25 3.35 2.63  -0.213
N -2.48 -1.87 -2.26  -0.317
N 3.67 -1.23 0.25  0.145
C 0.24 -0.10 -0.26  0.632
C -3.13 -3.08 1.58  -1.354
C -3.52 -1.21 2.99  -1.696
C -0.12 -4.69 -0.12  -1.357
C 1.69 -2.02 -2.85  0.144
C 3.63 0.73 3.42  -0.322
C 4.13 -2.20 0.94  0.244
C 1.04 3.11 -3.34  -1.289
C 1.28 -4.26 0.35  1.154
C 2.02 1.97 -3.11  1.606
C -5.31 1.50 -2.64  -1.621
C 0.90 4.16 1.11  0.797
C -2.76 -1.68 1.87  2.266
C 2.93 1.79 -4.26  -1.731
C -2.93 2.21 -3.09  -0.892
C 1.86 -5.35 1.26  -1.546
C 1.81 2.99 1.55  -0.201
C -1.73 -1.61 -3.29  -0.038
C 1.60 5.55 1.33  -1.679
C -3.81 1.17 -2.59  0.887
C -2.33 2.76 1.50  0.025
C 0.23 0.28 4.08  -0.433
H 1.96 -4.20 -0.52  0.233
H -0.84 -4.57 0.66  0.164
H 1.26 -5.69 2.06  0.433
H 0.27 3.28 -2.55  -0.056
H -0.89 0.72 -1.55  -1.416
H -2.82 2.91 -2.23  0.153
H -2.48 -3.72 2.19  0.225
H 3.09 -1.76 2.65  0.070
H 1.94 -2.92 1.39  -0.328
H 3.33 -0.43 4.98  0.264
H -5.75 1.97 -3.47  0.432
H -1.13 -1.49 -1.22  -1.328
H -0.80 -2.43 -4.72  0.368
H -0.10 4.90 -0.28  0.354
H 2.44 1.61 -5.19  0.401
H -2.20 -3.47 -4.00  0.247
H 2.03 2.35 0.69  -0.053
H 3.53 0.91 -4.01  0.416
H -2.02 1.81 -3.42  -0.179
H -2.89 -2.83 -2.11  0.251
H 1.94 -1.84 -3.90  0.431
H -3.02 -0.93 1.09  -0.646
H -2.96 -1.07 -1.95  -0.001
H 2.83 -0.70 0.50  -0.073
H 2.33 -6.22 0.69  0.293
H -3.51 -1.85 3.99  0.229
H -1.45 0.28 5.11  0.330
H 0.03 4.15 1.69  -0.173
H 0.08 -1.96 -0.05  0.682
H 0.87 6.33 1.70  0.402
H 1.68 3.99 -3.48  0.426
H 0.21 1.84 -0.73  -0.260
H -4.24 -3.14 1.87  0.461
H 2.62 -4.86 1.83  0.291
H 3.51 0.64 2.40  -0.042
H -2.92 -3.25 0.55  0.106
H 0.37 2.93 -4.15  0.341
H 0.54 -0.42 4.87  0.396
H -1.82 2.97 3.43  0.154
H 2.88 0.98 -1.94  0.221
H -3.62 0.32 -3.23  -0.071
H -5.34 2.27 -1.89  0.420
H 4.71 0.94 3.62  0.362
H -4.52 -0.95 2.66  0.466
H -1.33 1.35 0.49  -0.598
H 2.10 5.98 0.47  0.323
H -0.57 -4.07 -0.88  -0.063
H 3.03 1.59 3.80  0.330
H 3.73 2.57 -4.36  0.337
H 0.87 -2.76 -2.85  0.109
H 1.33 -1.00 -2.47  -0.287
H 4.27 -0.85 -0.52  0.217
H -1.22 1.22 2.27  -0.458
H 0.25 -0.11 3.04  -0.010
H 1.24 2.28 2.16  -0.265
H -3.14 -0.19 3.28  0.216
H 4.11 -3.26 2.52  0.295
H 1.41 1.06 -3.11  -0.307
H -3.76 1.52 -0.80  0.215
H -1.18 -1.17 1.19  -0.386
H 2.82 3.28 1.89  0.463
H -0.19 -5.68 -0.47  0.648
H -2.64 4.34 2.61  0.315
H -6.01 0.72 -2.29  0.297
H 2.68 -2.18 -1.18  0.000
H 0.99 1.06 4.10  0.087
H 2.29 5.50 2.17  0.430
H -3.42 2.70 -3.94  0.607

***

2.
DFT (ωB97M-V with the def2-TZVPD basis set) results for a 16-piece molecular cluster, C22H73Cl2N32O16P overall in a non-equilibrium geometry.

Molecular weight ... 1143.91 g mol⁻¹
Gap between HOMO and LUMO ... 7.89 eV
E ... -138790.125 eV

Each line ends with the Mulliken charge.
Cartesian coordinates (Å):
Cl -2.37 0.70 1.34  -0.249
Cl -2.30 -3.43 -0.61  -0.175
P 0.05 -1.12 0.35  -0.205
O -1.21 2.98 -1.55  -0.632
O -7.96 -3.21 0.94  -0.691
O -0.40 -2.38 2.92  -0.506
O 4.59 -6.06 -5.79  -0.664
O 6.93 -2.00 6.03  -0.663
O 5.59 1.36 2.53  -0.744
O -5.08 7.87 0.73  -0.629
O 7.04 -7.72 -9.74  -0.643
O 3.09 -5.16 5.50  -0.681
O -8.97 0.57 -2.78  -0.666
O -0.77 2.70 7.24  -0.680
O -5.16 3.28 2.78  -0.621
O 7.85 2.92 -1.59  -0.665
O -1.78 7.25 1.65  -0.682
O 3.67 -2.81 -2.31  -0.690
O -11.72 -1.43 -1.90  -0.683
N -3.82 9.52 1.63  -0.319
N 6.72 0.00 5.00  -0.245
N -6.82 0.44 -2.07  -0.241
N -0.10 7.01 3.16  -0.391
N -5.96 9.94 0.95  -0.396
N -4.32 1.34 3.58  -0.007
N -5.66 2.64 4.89  -0.405
N 4.11 -6.66 -7.92  -0.454
N 9.46 3.24 -3.14  -0.389
N -0.35 5.52 1.44  -0.316
N 0.56 1.23 6.15  -0.288
N -1.52 5.21 -1.74  -0.369
N 3.75 -3.09 6.15  -0.317
N -12.07 0.79 -2.08  -0.324
N 5.28 -4.76 5.91  -0.335
N 5.92 -7.54 -6.86  -0.327
N 8.43 -0.36 6.48  -0.404
N 6.76 1.78 0.64  -0.268
N 3.20 -3.42 -4.44  -0.316
N 7.98 4.91 -2.66  -0.388
N -3.07 3.91 -0.68  -0.204
N 0.53 -2.77 0.76  0.340
N -13.60 -0.53 -1.01  -0.394
N 2.20 -0.29 2.01  -0.192
N -1.26 2.12 5.10  -0.204
N -9.39 -1.88 -0.21  -0.177
N 6.26 -5.65 -10.23  -0.302
N -7.95 -3.26 -1.33  -0.360
N 5.01 -4.29 -3.37  -0.303
N 4.96 0.38 0.59  -0.236
N -7.78 2.48 -2.47  -0.360
N 7.91 -6.58 -11.50  -0.416
C 3.94 -3.46 -3.31  0.538
C 0.28 -3.11 2.14  0.386
C -4.36 -1.65 0.40  -0.932
C -7.92 1.13 -2.46  0.714
C -8.41 -2.81 -0.13  0.569
C -1.89 3.97 -1.34  0.540
C 0.80 -4.48 2.80  -0.922
C 3.98 -4.39 5.83  0.602
C 7.34 -0.86 5.85  0.611
C 7.07 -6.71 -10.44  0.613
C 0.83 0.13 1.58  -0.601
C 5.76 1.19 1.33  0.641
C 4.86 -6.71 -6.79  0.583
C -0.51 2.06 6.23  0.551
C -4.96 9.03 1.08  0.544
C -5.05 2.47 3.69  0.759
C 8.39 3.64 -2.41  0.597
C -2.79 -1.84 0.18  0.481
C -12.42 -0.45 -1.68  0.587
C -0.81 6.63 2.06  0.618
C -1.84 -0.89 0.57  -0.011
C 1.95 -3.01 0.35  -0.842
H 8.91 -0.98 7.11  0.222
H -1.06 1.60 4.27  0.187
H 0.80 0.69 5.34  0.161
H 8.53 -7.35 -11.69  0.224
H 5.25 -4.84 -4.18  0.240
H 0.69 6.51 3.51  0.169
H 1.15 1.15 6.97  0.182
H -0.85 5.21 0.62  0.204
H 0.01 -4.88 3.53  0.340
H -3.65 4.72 -0.49  0.152
H -6.90 -0.57 -2.04  0.108
H -3.85 1.18 2.69  -0.164
H -2.07 6.04 -1.57  0.183
H -13.88 -1.45 -0.69  0.232
H 1.92 -3.74 -0.53  0.318
H -4.65 -0.58 0.64  0.227
H 4.47 -2.44 6.42  0.183
H -3.38 3.01 -0.37  0.111
H 6.51 -7.61 -6.04  0.192
H -4.96 -1.94 -0.54  0.212
H -2.06 2.72 5.12  0.087
H 7.03 0.94 4.84  0.157
H 9.93 3.82 -3.82  0.168
H 0.89 1.13 1.03  0.496
H 5.59 -4.36 -2.55  0.184
H 2.46 -2.07 -0.07  0.311
H -12.62 1.61 -1.91  0.147
H -6.83 9.62 0.54  0.226
H 5.08 0.22 -0.40  0.171
H 5.50 -5.71 5.68  0.199
H -8.57 3.02 -2.76  0.203
H 2.63 -3.38 1.17  0.235
H -0.65 5.30 -2.23  0.209
H 7.19 5.24 -2.14  0.218
H 4.20 -0.08 1.07  0.123
H -9.76 -1.54 -1.08  0.131
H 6.92 1.65 -0.34  0.199
H 5.61 -5.71 -9.45  0.193
H 7.38 2.38 1.16  0.195
H 8.41 5.52 -3.33  0.170
H 8.77 0.57 6.35  0.160
H -5.58 1.99 5.65  0.163
H 2.67 0.43 2.58  0.346
H -14.18 0.26 -0.81  0.154
H -8.30 -2.95 -2.21  0.197
H -6.93 2.95 -2.21  0.141
H -11.20 0.88 -2.58  0.271
H 6.26 -4.81 -10.79  0.173
H -6.21 3.47 5.01  0.237
H 2.39 -2.82 -4.44  0.201
H 4.31 -7.20 -8.75  0.257
H 9.80 2.30 -2.99  0.215
H 0.44 4.99 1.75  0.135
H 6.02 -4.13 6.18  0.215
H 3.41 -3.96 -5.26  0.185
H -5.96 0.87 -1.80  0.095
H 2.10 -1.14 2.59  -0.001
H -7.22 -3.96 -1.31  0.209
H 5.91 -0.33 4.52  0.124
H -9.75 -1.52 0.65  0.162
H 3.30 -6.06 -7.92  0.164
H -4.71 -2.30 1.27  0.299
H -0.42 7.83 3.64  0.223
H 1.11 -5.25 2.03  0.305
H -3.05 8.87 1.75  0.340
H -3.71 10.47 1.93  0.151
H -5.89 10.90 1.23  0.148
H 2.80 -2.77 6.10  0.189
H -4.21 0.66 4.31  0.167
H 1.76 -4.19 3.35  0.115
H 6.16 -8.09 -7.67  0.205
H 0.11 0.15 2.47  0.035
H 7.95 -5.77 -12.08  0.161

***

3.
DFT (ωB97M-V with the def2-TZVPD basis set) results for a 19-piece molecular cluster, C22H78F3O20 overall in a non-equilibrium geometry.

Molecular weight ... 719.84 g mol⁻¹
Total charge ... -1
ΔE to the lowest compared entry with this formula, charge and spin ... 15.39 kcal per mole
Gap between HOMO and LUMO ... 8.81 eV
E ... -73174.215 eV

Each line ends with the Mulliken charge.
Cartesian coordinates (Å):
F 2.18 3.08 -1.85  -0.372
F 2.67 3.96 0.22  -0.331
F 3.27 1.89 -0.35  0.359
O 0.79 4.47 2.51  -0.681
O 1.19 1.97 1.32  3.691
O 1.86 0.43 -2.98  -1.024
O -1.60 -3.72 0.24  0.841
O -1.46 6.35 2.40  -0.598
O -5.47 0.52 0.05  -0.589
O -0.31 -2.10 2.21  0.193
O 1.67 -2.27 -2.86  -0.311
O 1.22 -3.87 -0.78  0.221
O -2.85 -2.72 2.68  -0.701
O 0.69 1.08 -0.71  1.397
O -0.42 0.99 3.19  -0.381
O -2.75 -3.53 -4.01  -0.573
O -4.36 -3.42 -0.36  -0.321
O 2.37 -0.32 1.53  -0.638
O -2.02 2.98 -2.36  -0.465
O 6.30 -0.44 -0.94  -0.493
O -0.76 1.10 -3.99  -0.432
O 3.18 2.20 3.14  -0.623
O -3.01 1.82 2.35  -0.529
C 2.30 2.82 -0.52  -0.048
C 3.00 -0.99 0.51  0.524
C -0.56 0.47 -0.37  1.255
C 2.28 -4.70 -0.57  -0.871
C 6.23 0.89 -0.38  -0.498
C 0.61 4.20 3.85  -0.628
C 0.73 -3.02 2.38  -0.368
C -1.63 6.16 1.04  -0.061
C 4.47 1.92 2.55  -0.452
C -1.33 -0.04 -4.54  -0.268
C -5.33 -3.76 0.56  -0.774
C 0.23 0.31 4.23  -0.821
C 3.29 0.61 -3.11  -0.567
C -2.91 3.10 1.80  -0.263
C -3.43 -1.51 2.20  0.360
C 0.98 2.23 -0.03  -0.615
C -2.42 -3.31 -2.65  -0.044
C 2.09 -2.70 -4.09  -0.943
C -1.73 -5.10 0.35  -1.064
C -1.05 3.95 -2.55  -0.516
C -4.19 0.45 -0.48  -0.715
C -0.69 -0.95 -0.84  0.948
H -6.07 -3.00 0.50  0.355
H 0.22 1.23 2.46  -0.527
H -2.16 1.44 2.45  0.100
H 0.14 -0.80 4.16  0.142
H -2.65 -5.37 0.88  0.322
H -1.84 2.26 -2.93  0.338
H 0.34 -4.05 2.41  0.247
H -0.83 0.40 0.71  -0.779
H -0.17 3.46 4.04  0.121
H -3.92 -0.51 -0.88  0.189
H -0.66 5.90 2.65  0.325
H 1.61 -1.32 -2.90  0.222
H -1.73 -1.33 -0.78  -0.744
H -1.97 -0.40 -3.79  0.066
H 0.02 -1.62 -0.40  -0.184
H 0.20 3.01 -0.15  -0.186
H 1.09 -2.89 3.40  0.475
H 0.01 3.66 -2.38  -0.047
H -2.79 -4.11 -2.03  0.323
H 6.88 -0.92 -0.39  0.274
H 5.27 1.88 3.36  0.317
H -0.66 -3.62 0.23  -0.648
H 4.61 2.72 1.87  0.288
H 2.51 0.65 1.32  -0.839
H -3.52 -4.10 -4.01  0.345
H 0.15 -1.26 2.27  -0.313
H -4.89 -3.82 1.58  0.230
H 3.39 1.57 -3.56  0.409
H 4.46 0.99 2.05  -0.081
H -2.87 -0.58 2.61  -0.065
H 1.45 -2.27 -4.84  0.266
H -0.26 0.60 5.17  0.382
H -0.30 -0.86 -1.86  -0.661
H -0.88 -5.58 0.87  0.303
H -2.31 3.81 2.43  0.425
H -3.54 -3.42 0.01  0.104
H -1.91 -2.67 2.35  0.472
H -1.14 4.79 -1.85  0.183
H 1.51 -3.15 1.56  -0.194
H 7.28 1.17 -0.13  0.484
H -1.23 1.16 -0.89  -0.134
H 1.60 0.97 -2.26  0.065
H -1.53 5.14 0.80  -0.327
H 2.03 -3.76 -4.12  0.383
H -4.50 -1.32 2.31  0.430
H -3.91 3.40 1.52  0.443
H -4.31 1.12 -1.27  0.580
H 2.68 -5.18 -1.49  0.252
H -1.69 0.26 -5.51  0.392
H -0.50 -0.77 -4.66  -0.071
H -3.27 -1.54 1.12  -0.519
H -1.32 -3.22 -2.37  -0.123
H 3.08 -4.17 -0.08  0.288
H 3.80 0.71 -2.16  -0.091
H 3.84 -0.10 -3.70  0.334
H -0.73 6.57 0.61  0.366
H -2.54 6.70 0.62  0.266
H 2.95 -2.10 0.62  -0.223
H 1.43 -3.46 -1.62  0.144
H 2.55 -0.76 -0.44  -0.177
H 1.87 -5.48 0.08  0.260
H 2.49 2.09 2.45  -0.126
H 0.40 5.09 4.44  0.434
H 3.05 -2.25 -4.38  0.244
H -1.06 4.33 -3.53  0.470
H -3.51 0.89 0.24  0.282
H 5.83 0.78 0.59  0.219
H 5.72 1.60 -1.09  0.077
H 1.25 0.59 4.43  0.213
H 1.55 3.65 4.17  0.157
H -5.74 -4.77 0.42  0.226
H -1.81 -5.55 -0.59  0.300
H 4.00 -0.55 0.49  0.068
H -2.33 3.11 0.92  -0.405
H -3.02 -2.47 -2.25  0.176
H -5.68 1.44 0.11  0.347
H 1.01 3.65 2.03  -0.109
H 0.17 0.85 -3.99  0.242

***

4.
DFT (ωB97M-V with the def2-TZVPD basis set) results for C22H9Cl5CoF5N4O2S2 as an isolated structure in a non-equilibrium geometry.

Molecular weight ... 756.66 g mol⁻¹
ΔE to the lowest compared entry with this formula, charge and spin ... 5.20 kcal per mole
Gap between HOMO and LUMO (alpha / beta) ... 6.64 / 6.67 eV
E ... -168510.720 eV

Each line ends with the natural charge from an NBO analysis.
Cartesian coordinates (Å):
Co 0.73 -0.18 1.16  1.022
Cl 0.78 2.61 -1.32  0.040
Cl 0.24 0.55 3.56  0.058
Cl -0.04 5.93 2.83  0.069
Cl -0.15 3.46 4.78  0.072
Cl 0.43 5.47 -0.20  0.063
S 1.78 -0.42 -0.75  -0.007
S -2.58 0.01 0.73  2.337
F 7.36 0.35 0.95  -0.280
F 4.17 0.00 -2.47  -0.285
F 2.84 -0.30 2.07  -0.311
F 6.72 0.33 -1.69  -0.288
F 5.40 0.03 2.82  -0.281
O -3.43 -0.76 1.58  -0.925
O -2.32 1.39 1.02  -0.951
N 0.41 -2.13 1.36  -0.568
N -1.67 -3.05 0.64  -0.471
N -4.58 -0.34 -4.81  -0.792
N -1.11 -0.71 0.69  -0.893
C 0.94 -3.33 1.50  0.129
C -1.14 -4.25 0.84  0.129
C -3.64 -1.31 -1.40  -0.173
C 4.45 0.01 -1.17  0.311
C 0.61 2.82 0.38  0.031
C -0.87 -2.02 0.90  0.583
C -4.11 -1.39 -2.70  -0.272
C 3.42 -0.16 -0.23  -0.292
C -3.18 1.03 -1.72  -0.168
C 0.61 1.73 1.23  -0.263
C 0.42 4.12 0.87  -0.114
C -3.18 -0.09 -0.92  -0.347
C 5.77 0.17 -0.78  0.320
C 5.10 0.02 1.53  0.284
C 0.20 4.34 2.23  -0.070
C -4.11 -0.26 -3.53  0.200
C 0.18 -4.46 1.26  -0.352
C 6.10 0.18 0.57  0.256
C 0.37 1.99 2.57  -0.065
C -3.64 0.96 -3.02  -0.275
C 0.15 3.25 3.11  -0.099
C 3.80 -0.15 1.11  0.289
H 0.57 -5.46 1.39  0.235
H -3.65 1.84 -3.64  0.211
H -4.54 0.45 -5.42  0.393
H -2.81 1.97 -1.33  0.244
H 1.98 -3.38 1.82  0.214
H -1.79 -5.09 0.64  0.204
H -3.64 -2.18 -0.76  0.250
H -4.48 -2.34 -3.08  0.208
H -4.87 -1.22 -5.19  0.392

***

5.
DFT (ωB97M-V with the def2-TZVPD basis set) results for C23H12BrN4O8Pd as an isolated structure.

Molecular weight ... 658.69 g mol⁻¹
Total charge ... -1
Gap between HOMO and LUMO ... 7.39 eV
E ... -119906.673 eV

Each line ends with the natural charge from an NBO analysis.
Cartesian coordinates (Å):
Pd 0.46 0.00 -0.53  1.030
Br 7.30 0.69 2.08  0.013
O 1.10 -5.03 -2.64  -0.420
O -3.41 0.02 -0.76  -0.645
O -4.72 -5.03 -0.53  -0.406
O -0.05 -1.26 -2.03  -0.708
O 1.83 -3.25 -1.68  -0.354
O -3.25 -6.50 -1.10  -0.412
O -1.39 -0.12 0.20  -0.770
O 2.32 0.02 -1.21  -0.654
N 0.94 -3.98 -2.04  0.536
N -0.81 2.54 -0.77  -0.411
N 0.94 1.28 0.93  -0.466
N -3.60 -5.34 -0.90  0.538
C 4.59 -0.33 -0.89  -0.221
C -1.36 -4.62 -1.50  -0.142
C -0.25 2.24 2.82  -0.261
C -1.01 2.71 0.57  0.136
C -3.00 -2.95 -0.87  -0.137
C -0.78 -2.24 -1.61  0.486
C -1.69 3.05 -1.58  0.084
C -2.07 3.46 1.09  -0.089
C -2.09 -1.95 -1.08  -0.219
C -0.10 2.09 1.48  0.247
C 4.52 1.00 1.55  -0.166
C -0.44 -3.60 -1.70  -0.102
C -2.35 -0.56 -0.57  0.780
C 5.73 -0.18 -0.15  -0.213
C -2.63 -4.28 -1.11  -0.058
C -2.99 4.02 0.17  -0.139
C 5.70 0.49 1.08  -0.157
C -2.20 3.62 2.50  -0.181
C 3.32 0.84 0.82  -0.256
C -2.81 3.80 -1.16  -0.250
C -1.31 3.02 3.34  -0.208
C 3.33 0.17 -0.44  0.412
C 2.15 1.48 1.33  0.181
H 6.67 -0.58 -0.51  0.219
H -3.99 -2.71 -0.50  0.254
H 4.49 1.53 2.49  0.213
H 4.60 -0.84 -1.84  0.225
H -3.03 4.20 2.88  0.205
H -1.42 3.12 4.41  0.210
H 0.41 1.72 3.50  0.216
H -3.84 4.58 0.54  0.207
H -1.07 -5.65 -1.65  0.265
H 2.30 2.23 2.11  0.180
H -3.51 4.18 -1.90  0.215
H -1.53 2.87 -2.64  0.192